53
Properties=species:S:1:pos:R:3:mulliken_spin:R:1 method="wB97M-V/def2-TZVPD" total_energy_ev=-460105.462 s_squared=2.2885 charge=+2 mol_weight_da=836.471 e_lumo_ev="-8.561 / -8.381" max_force_ev_per_a=4.25 e_homo_ha="-0.517 / -0.527" spin_multiplicity=3 homo_lumo_gap_ev="5.52 / 5.96" de_lowest_kj_mol=0.0
V 0.096 1.723 0.738 1.61
O 5.787 2.954 2.519 0.00
C 4.616 2.658 1.958 0.01
C 4.510 2.429 0.539 0.00
C 3.270 2.083 0.046 0.01
N 2.150 2.001 0.883 -0.02
C 2.285 2.110 2.199 0.00
Br 0.695 1.946 3.321 -0.01
C 3.512 2.421 2.792 -0.01
H 6.446 3.290 1.882 0.00
H 5.409 2.400 -0.168 0.00
H 3.017 1.949 -1.000 0.00
H 3.717 2.568 3.884 0.00
Br -3.838 7.094 -0.933 0.07
C -3.247 5.414 -0.540 0.16
C -4.257 4.327 -0.175 0.10
Br -6.162 4.533 -0.337 0.02
C -3.857 3.088 0.279 0.01
Br -4.839 1.506 0.820 0.00
C -2.398 2.876 0.288 0.19
O -1.996 1.853 0.981 0.04
C -1.422 3.873 -0.211 0.18
O -0.113 3.642 -0.089 0.05
C -1.963 5.080 -0.535 -0.04
Br -0.660 6.360 -0.949 -0.01
C -3.939 -4.039 -0.072 0.00
C -3.439 -3.157 -1.254 0.00
C -1.995 -2.659 -1.158 0.01
C -1.881 -1.666 -0.044 -0.04
Ge -0.320 -0.430 -0.333 -0.24
C 1.026 -1.359 -1.562 -0.02
C 1.988 -2.163 -0.643 -0.01
C 2.196 -3.570 -1.223 -0.01
C 2.801 -4.463 -0.174 0.00
H -3.471 -3.792 0.950 0.00
H -3.731 -5.146 -0.174 0.00
H -5.061 -3.982 0.009 0.00
H -4.152 -2.328 -1.355 0.00
H -3.602 -3.747 -2.202 0.00
H -1.585 -2.244 -2.098 -0.01
H -1.393 -3.560 -0.920 0.00
H -1.504 -2.193 0.902 0.00
H -2.744 -1.049 0.287 0.01
H 0.680 -0.053 0.863 -0.04
H 1.575 -0.678 -2.287 0.00
H 0.514 -2.128 -2.207 0.00
H 1.603 -2.385 0.336 0.00
H 2.952 -1.603 -0.571 0.00
H 2.715 -3.583 -2.179 0.00
H 1.138 -3.928 -1.473 0.00
H 3.780 -4.112 0.210 0.00
H 2.969 -5.535 -0.541 0.00
H 2.121 -4.625 0.719 0.00